1.
DFT (ωB97M-V with the def2-TZVPD basis set) results for a molecular structure, C5H4O2 in a non-equilibrium geometry.

Atoms and positions in Å:
O -0.217 2.801 -0.248
C 0.331 1.819 -0.012
C -1.506 -0.696 -0.192
C -0.277 -1.219 -0.273
C 0.956 -0.617 0.228
C 1.140 0.713 0.334
O 2.011 1.603 0.724
H -1.717 0.230 0.340
H -2.357 -1.193 -0.647
H -0.158 -2.188 -0.756
H 1.794 -1.252 0.500

## Properties
Gap between HOMO and LUMO (alpha / beta) ... 7.9 / 7.9 eV
E_HOMO (alpha / beta) ... -8.56 / -8.56 eV
Electronic energy ... -9341.389 eV
Lowest unoccupied orbital energy (alpha / beta) ... -0.7 / -0.7 eV
Total charge ... 0

Atom charges from the Mulliken analysis, given in e for atoms 1 to 2:
1. O -0.245
2. C 0.463

2.
DFT (ωB97M-V with the def2-TZVPD basis set) results for 2 unconnected molecules or ions with the total composition C3H3N2O4S in a non-equilibrium geometry.

Atoms and positions in Å:
C -3.667 1.510 1.113
C -0.852 2.338 0.000
C -1.635 -0.773 -0.659
N -3.001 0.782 1.765
N -0.939 -0.144 0.345
O -4.371 2.286 0.577
O -0.374 2.569 1.008
O -0.671 0.428 2.781
O -2.050 -1.533 2.171
S -1.511 -0.227 1.804
H -0.878 -1.252 -1.288
H -2.118 -1.620 -0.188
H -2.224 -0.059 -1.392

## Properties
Gap between HOMO and LUMO ... 8.5 eV
E_HOMO ... -4.70 eV
Electronic energy ... -25165.139 eV
Lowest unoccupied orbital energy ... 3.8 eV
Total charge ... -1

Atom charges from the Mulliken analysis, given in e for atoms 1 to 2:
1. C 0.692
2. C 0.065

3.
DFT (ωB97M-V with the def2-TZVPD basis set) results for 35 unconnected molecules or ions with the total composition H70O35 in a non-equilibrium geometry.

Atoms and positions in Å:
O 1.442 -1.448 2.947
H 2.045 -0.851 3.404
H 0.769 -0.832 2.541
O 2.407 -2.435 -4.158
H 2.542 -2.572 -5.117
H 3.323 -2.534 -3.747
O 5.311 -2.964 -0.267
H 4.485 -2.681 0.156
H 5.462 -3.864 0.082
O 1.271 -0.750 -2.160
H 1.815 -0.052 -1.754
H 1.783 -1.002 -2.906
O -1.160 0.515 -3.257
H -0.504 0.161 -2.652
H -0.721 1.277 -3.679
O -0.752 -5.308 0.401
H -1.599 -5.218 -0.115
H -0.891 -4.805 1.239
O -1.726 -3.680 -3.382
H -2.476 -3.673 -2.782
H -1.450 -2.766 -3.346
O -0.572 0.296 2.123
H -0.177 0.826 1.396
H -1.458 0.708 2.192
O 3.578 0.859 4.252
H 4.157 0.489 3.611
H 3.906 1.767 4.524
O 1.922 2.322 2.210
H 2.644 1.977 2.759
H 2.315 2.267 1.290
O -0.177 1.120 4.770
H -0.115 0.781 3.834
H 0.311 0.522 5.344
O -3.444 -0.558 -1.949
H -3.710 -1.199 -2.597
H -2.723 -0.069 -2.373
O -3.655 1.025 2.021
H -3.590 0.206 1.443
H -4.371 1.511 1.565
O -0.500 3.964 -1.540
H -0.616 4.459 -0.719
H -1.331 3.932 -2.068
O 4.425 0.453 0.907
H 5.305 0.096 0.857
H 3.859 -0.349 0.845
O -0.837 3.951 4.215
H -0.563 3.074 4.523
H -0.013 4.377 3.841
O -3.947 4.184 -0.516
H -3.566 4.010 0.363
H -4.925 4.149 -0.440
O -0.798 5.182 0.717
H -1.516 4.670 1.145
H -1.030 6.109 0.646
O -3.077 -1.146 0.736
H -2.837 -0.981 -0.176
H -2.228 -1.338 1.155
O -2.610 3.677 2.038
H -2.677 2.670 2.141
H -2.176 3.797 2.949
O -3.129 -3.757 -0.809
H -3.851 -3.517 -0.191
H -2.353 -3.302 -0.374
O 2.911 -2.203 0.588
H 2.114 -2.341 0.048
H 2.549 -2.088 1.466
O 4.834 -2.974 -2.849
H 5.409 -2.196 -2.907
H 4.960 -3.230 -1.919
O -0.099 1.153 -0.543
H -0.489 1.969 -0.956
H 0.853 1.237 -0.703
O 2.165 -6.221 -0.385
H 1.407 -6.547 0.176
H 1.656 -5.527 -0.883
O 1.320 4.894 2.751
H 0.808 5.234 2.030
H 1.686 4.026 2.523
O 4.693 -5.550 0.648
H 3.837 -5.688 0.163
H 4.547 -6.165 1.422
O 0.707 -4.140 -2.079
H 1.089 -3.654 -2.846
H -0.187 -4.434 -2.395
O -4.901 1.586 -0.907
H -4.553 0.726 -1.205
H -4.233 2.283 -0.926
O 2.719 1.284 -1.159
H 3.632 1.132 -0.923
H 2.617 2.097 -1.699
O 1.728 3.076 -3.045
H 1.004 3.422 -2.466
H 2.297 3.879 -3.032
O -3.140 4.058 -3.335
H -3.727 4.354 -2.614
H -2.963 3.152 -3.241
O -6.578 3.884 -0.704
H -7.364 3.631 -0.252
H -6.409 3.049 -1.109
O -0.559 -2.095 -0.302
H -0.013 -2.751 -0.788
H -0.265 -1.281 -0.727
O -0.798 -3.082 2.419
H -0.033 -2.988 2.989
H -0.458 -2.706 1.571

## Properties
Gap between HOMO and LUMO ... 10.3 eV
E_HOMO ... -10.72 eV
Electronic energy ... -72806.406 eV
Lowest unoccupied orbital energy ... -0.4 eV
Total charge ... 0

Atom charges from the Mulliken analysis, given in e for atoms 1 to 2:
1. O -0.760
2. H 0.210

4.
DFT (ωB97M-V with the def2-TZVPD basis set) results for 3 unconnected molecules or ions with the total composition CH9N2O2 in a non-equilibrium geometry.

Atoms and positions in Å:
N 0.306 1.106 1.817
C 1.355 1.256 1.009
N 1.586 0.356 0.101
H -0.497 0.625 1.497
H -0.002 1.939 2.306
H 2.036 1.974 1.278
H 2.240 0.705 -0.545
H 1.084 -0.510 0.151
H -1.124 -1.762 -2.948
H -0.593 -2.743 -1.903
O -0.553 -1.792 -2.134
H -2.684 -0.102 -0.083
H -1.370 -0.673 -0.708
O -1.785 -0.378 0.162

## Properties
Gap between HOMO and LUMO ... 11.4 eV
E_HOMO ... -15.29 eV
Electronic energy ... -8252.063 eV
Lowest unoccupied orbital energy ... -3.9 eV
Total charge ... +1

Atom charges from the Mulliken analysis, given in e for atoms 1 to 2:
1. N -0.339
2. C 0.167

5.
DFT (ωB97M-V with the def2-TZVPD basis set) results for 2 unconnected molecules or ions with the total composition C3H9N3O2 in a non-equilibrium geometry.

Atoms and positions in Å:
H -0.891 -1.106 1.574
N -1.586 -0.618 1.008
C -1.027 0.169 0.155
C -1.847 1.040 -0.756
N 0.345 0.758 0.451
O 0.894 0.379 1.674
H -1.996 2.019 -0.292
H -1.337 1.165 -1.713
H -2.832 0.599 -0.911
H 0.632 1.648 0.043
H 0.182 0.541 2.326
N 1.915 -1.595 -0.177
C 1.246 -0.665 -0.951
O 1.702 -0.156 -1.962
H 2.911 -1.632 -0.349
H 1.661 -1.655 0.799
H 0.031 -0.890 -0.921

## Properties
Gap between HOMO and LUMO ... 9.7 eV
E_HOMO ... -9.14 eV
Electronic energy ... -11818.774 eV
Lowest unoccupied orbital energy ... 0.5 eV
Total charge ... 0
SMILES ... [H]/N=C(/C)NO.NC=O

Atom charges from the Mulliken analysis, given in e for atoms 1 to 2:
1. H 0.274
2. N -0.725

6.
DFT (ωB97M-V with the def2-TZVPD basis set) results for C9H15OP in the gas phase in a non-equilibrium geometry.

Atoms and positions in Å:
C 3.165 2.014 -0.532
C 2.289 1.153 -0.406
C -1.046 1.735 -0.485
C -0.754 -1.067 0.104
C 1.146 0.366 -0.653
C 0.693 -0.679 0.328
C 1.675 -1.814 -0.145
C 0.907 -0.282 1.838
C -3.317 0.139 -0.971
O -2.334 0.495 1.495
P -1.876 0.359 0.151
H 4.057 2.528 -0.534
H -0.918 2.604 0.198
H -1.103 2.087 -1.513
H -0.759 -1.712 -0.887
H -1.058 -1.757 0.893
H 1.007 -0.044 -1.618
H 1.645 -2.673 0.492
H 2.709 -1.376 0.082
H 1.806 -2.136 -1.216
H 1.914 -0.118 1.913
H 0.448 -0.975 2.641
H 0.194 0.540 2.035
H -3.943 0.953 -0.579
H -2.906 0.509 -1.923
H -3.642 -0.848 -0.707

## Properties
Gap between HOMO and LUMO (alpha / beta) ... 7.5 / 8.3 eV
E_HOMO (alpha / beta) ... -8.23 / -8.84 eV
Electronic energy ... -20907.469 eV
Lowest unoccupied orbital energy (alpha / beta) ... -0.7 / -0.6 eV
Total charge ... 0

Atom charges from the Mulliken analysis, given in e for atoms 1 to 2:
1. C -0.177
2. C -0.808